The following is a DFT calculation (ωB97M-V/def2-TZVPD) of a cluster of 4 separate species, C3H15NO4 in total.

```
23
Properties=species:S:1:pos:R:3:forces:R:3:nbo_charge:R:1
C -0.6423 3.2492 0.3680 -0.8 1.4 1.0 -0.636
C -0.6816 1.7667 0.2202 0.6 -2.0 1.0 -0.086
N -1.6728 1.1830 -0.7170 -0.2 1.0 0.4 -0.833
C -0.8793 1.0962 1.6195 0.4 0.6 -0.5 -0.048
O -1.2154 -0.2543 1.5332 -1.4 -0.5 1.5 -0.745
H -0.5819 3.8553 -0.5331 0.1 -0.3 -0.3 0.220
H -1.5328 3.5875 0.9287 -0.2 -0.2 -0.6 0.203
H 0.1072 3.6423 1.0604 0.6 -0.5 -0.3 0.225
H 0.2904 1.3454 -0.0665 0.1 0.5 -0.3 0.172
H -2.1706 1.9621 -1.1339 0.0 0.0 -0.3 0.351
H -2.3766 0.7304 -0.1412 0.0 -0.2 -0.1 0.362
H 0.0221 1.2279 2.2331 0.1 0.1 -0.2 0.162
H -1.6947 1.5509 2.1993 0.0 0.1 -0.3 0.166
H -0.8756 -0.8351 0.8729 1.0 0.2 -0.9 0.486
O -0.2108 -2.9142 -3.3748 0.2 0.2 -0.2 -0.950
H 0.0689 -1.9841 -3.4356 -0.4 -0.5 0.3 0.478
H -0.7693 -3.0260 -2.5971 0.2 0.4 -0.1 0.472
O 0.3247 -4.1378 3.0525 0.6 0.2 -0.4 -0.938
H -0.4762 -4.6102 3.2595 -0.4 -0.3 0.0 0.469
H 0.6908 -4.5537 2.2566 -0.3 0.1 0.4 0.469
O 4.4989 -0.6611 -2.4719 0.4 -0.7 -0.7 -0.938
H 5.0504 -1.1102 -1.8149 -0.2 0.2 -0.2 0.469
H 4.7263 -1.1101 -3.3177 -0.3 0.5 0.9 0.470
```
Forces are in eV/Å.

- multiplicity = 1
- HOMO-LUMO gap (eV) = 9.97
- HOMO energy (Ha) = -0.3491
- calculated total energy (hartree) = -478.9705
- energy relative to the best compared isomer or geometry (same formula, charge and spin) (eV) = 1.586
- structure (SMILES) = C[C@H](N)CO.O.O.O